DFT (wB97M-V/def2-TZVPD) results for 2 unconnected molecules or ions with the total composition C3H10N4.

Computed properties:
* maximum force: 0.0199 hartree/bohr
* expectation value of S²: 0.7539
* LUMO (alpha / beta): 3.73 / 3.63 eV
* energy above the lowest of the compared OMol25 structures with the same formula, charge and spin: 6.6 kcal per mole
* orbital gap (alpha / beta): 3.0 / 7.3 eV
* net charge: -1
* multiplicity: 2
* DFT total energy: -339.25753 a.u.
* HOMO level (alpha / beta): 0.026 / -0.133 Eh

Element x y z (Å)
C -2.82 1.43 -0.74
C -0.51 1.34 -0.89
N -1.56 2.11 -0.61
H -2.88 0.52 -0.12
H -2.98 1.11 -1.79
H -3.64 2.10 -0.46
H 0.44 1.81 -1.18
H -0.55 0.24 -0.93
N 2.03 -2.23 0.28
C 1.51 -1.18 1.03
N 2.22 0.00 0.95
N 0.47 -1.21 1.75
H 1.36 -2.92 0.00
H 2.66 -1.95 -0.47
H 2.52 0.25 0.01
H 1.65 0.74 1.34
H 0.09 -2.16 1.82

Atom charges from the Löwdin analysis, given in e for atoms 1 to 4: atom 1 (C): -0.323, atom 2 (C): -0.351, atom 3 (N): -0.227, atom 4 (H): 0.046

---

DFT (wB97M-V/def2-TZVPD) results for a single C3H3NOS molecule.

Computed properties:
* structure (SMILES): C#CC(=S)NO
* maximum force: 0.0218 hartree/bohr
* LUMO: -0.18 eV
* energy above the lowest of the compared OMol25 structures with the same formula, charge and spin: 76.1 kcal per mole
* orbital gap: 8.9 eV
* net charge: 0
* DFT total energy: -644.16563 a.u.
* HOMO level: -0.334 Eh

Element x y z (Å)
C 0.18 0.49 0.06
C -1.26 0.40 0.03
C -2.42 0.15 -0.09
H 2.51 0.16 -0.18
H 0.39 -1.58 0.24
H -3.46 -0.09 -0.12
N 0.84 -0.68 0.18
O 2.21 -0.77 -0.14
S 1.00 1.91 0.01

Atom charges from the Löwdin analysis, given in e for atoms 1 to 4: atom 1 (C): -0.847, atom 2 (C): -0.140, atom 3 (C): 0.147, atom 4 (H): 0.025

---

DFT (wB97M-V/def2-TZVPD) results for a molecular structure, C18H33N6O6PRb.

Computed properties:
* maximum force: 0.0774 hartree/bohr
* LUMO: -3.64 eV
* energy above the lowest of the compared OMol25 structures with the same formula, charge and spin: 47.3 kcal per mole
* orbital gap: 7.6 eV
* net charge: +1
* DFT total energy: -1850.66607 a.u.
* HOMO level: -0.412 Eh

Element x y z (Å)
Rb -2.09 -2.37 -0.65
N 1.59 -2.93 -0.24
H 2.16 -2.88 -1.08
H 0.86 -3.62 -0.21
H 0.98 -2.15 -0.43
H 2.17 -2.85 0.58
O 0.22 -0.97 -1.08
H -0.14 -0.07 -1.20
C 3.42 1.62 -2.05
C 3.51 0.26 -1.57
C 4.79 -0.34 -1.52
C 5.90 0.40 -1.93
C 5.76 1.64 -2.45
C 4.55 2.25 -2.42
N 7.26 -0.20 -1.71
O 7.38 -1.07 -0.80
O 8.10 0.04 -2.52
H 2.41 2.00 -2.06
H 2.63 -0.30 -1.30
H 4.88 -1.36 -1.20
H 6.65 2.17 -2.77
H 4.51 3.30 -2.71
C -2.33 -0.05 -5.13
C -2.47 0.96 -6.07
C -1.55 2.03 -6.03
C -0.35 1.97 -5.18
C -0.21 0.87 -4.29
C -1.16 -0.16 -4.37
N 0.55 3.12 -5.05
O 0.28 4.12 -5.75
O 1.52 3.01 -4.31
H -2.89 -0.98 -5.12
H -3.36 0.96 -6.67
H -1.82 2.83 -6.71
H 0.61 0.80 -3.58
H -1.00 -1.11 -3.89
O -2.88 -0.67 1.44
P -2.41 -0.46 2.83
N -0.74 -1.00 3.09
C -0.45 -2.44 3.30
C 0.42 -0.23 2.56
N -3.40 -1.15 4.08
C -4.68 -1.67 3.57
C -3.01 -1.58 5.45
N -2.36 1.20 3.20
C -1.85 1.57 4.56
C -3.32 2.15 2.54
H -1.32 -2.91 3.75
H 0.38 -2.64 3.98
H -0.12 -2.87 2.35
H 0.25 0.84 2.69
H 0.53 -0.34 1.48
H 1.36 -0.35 3.10
H -5.34 -0.89 3.20
H -4.61 -2.35 2.72
H -5.31 -2.27 4.22
H -2.91 -2.66 5.52
H -2.13 -1.12 5.91
H -3.75 -1.37 6.22
H -0.77 1.42 4.61
H -1.84 2.64 4.80
H -2.42 1.03 5.32
H -3.02 3.18 2.73
H -4.37 1.98 2.76
H -3.24 2.04 1.46

Atom charges from the Löwdin analysis, given in e for atoms 1 to 4: atom 1 (Rb): 0.919, atom 2 (N): 0.293, atom 3 (H): 0.143, atom 4 (H): 0.123

---

DFT (wB97M-V/def2-TZVPD) results for a molecular structure, C14H38N2NaO6.

Computed properties:
* maximum force: 0.0475 hartree/bohr
* LUMO: -3.20 eV
* energy above the lowest of the compared OMol25 structures with the same formula, charge and spin: 0.0 kcal per mole
* orbital gap: 8.5 eV
* net charge: +1
* DFT total energy: -1279.13371 a.u.
* HOMO level: -0.431 Eh

Element x y z (Å)
Na -0.75 0.71 -0.16
C -3.75 3.56 2.54
O -3.55 2.58 1.48
H -3.66 4.60 2.22
H -4.68 3.50 3.11
H -2.90 3.40 3.21
H -4.33 2.55 0.93
C -3.36 0.50 -4.52
O -3.05 0.91 -3.20
H -3.94 -0.42 -4.51
H -4.03 1.16 -5.07
H -2.44 0.32 -5.09
H -3.87 1.23 -2.83
C 1.35 4.18 0.43
O 1.70 2.82 0.62
C 2.81 2.70 1.47
C 2.93 1.18 1.98
N 1.68 0.71 2.67
C 1.68 -0.81 2.82
C 2.61 -1.23 4.01
O 2.30 -0.55 5.24
C 1.00 -0.82 5.72
H 0.97 4.59 1.37
H 0.52 4.20 -0.26
H 2.22 4.78 0.14
H 2.75 3.36 2.33
H 3.70 3.07 0.96
H 3.85 1.09 2.56
H 3.03 0.67 1.02
H 1.74 1.11 3.59
H 1.98 -1.37 1.94
H 0.66 -1.09 3.06
H 3.61 -0.88 3.76
H 2.67 -2.27 4.31
H 0.82 -0.25 6.63
H 0.88 -1.90 5.85
H 0.20 -0.44 5.08
C -3.20 -2.48 0.45
O -1.83 -2.55 0.01
C -1.66 -3.39 -1.11
C -0.22 -3.48 -1.63
N 0.19 -2.14 -2.15
C 1.56 -2.15 -2.55
C 1.86 -0.96 -3.37
O 0.96 -0.79 -4.45
C 1.31 0.21 -5.38
H -3.91 -2.17 -0.31
H -3.27 -1.79 1.29
H -3.53 -3.45 0.80
H -2.36 -3.00 -1.85
H -1.96 -4.42 -0.90
H -0.28 -4.18 -2.47
H 0.47 -3.90 -0.90
H -0.33 -1.91 -2.99
H 1.84 -3.08 -3.05
H 2.19 -2.12 -1.66
H 2.90 -1.09 -3.69
H 1.80 -0.12 -2.67
H 0.61 0.29 -6.21
H 2.29 0.07 -5.82
H 1.23 1.15 -4.83

Atom charges from the Löwdin analysis, given in e for atoms 1 to 4: atom 1 (Na): 0.746, atom 2 (C): -0.131, atom 3 (O): -0.142, atom 4 (H): 0.074

---

DFT (wB97M-V/def2-TZVPD) results for a single C2H4Cl2N2 molecule.

Computed properties:
* structure (SMILES): N/C(CCl)=N\Cl
* maximum force: 0.0895 hartree/bohr
* LUMO: 0.79 eV
* energy above the lowest of the compared OMol25 structures with the same formula, charge and spin: 23.0 kcal per mole
* orbital gap: 10.4 eV
* net charge: 0
* DFT total energy: -1108.45877 a.u.
* HOMO level: -0.353 Eh

Element x y z (Å)
C -0.07 0.38 -0.11
C 1.27 -0.30 0.52
N 0.02 1.53 -0.60
N -1.20 -0.44 0.07
Cl 1.38 -2.00 0.04
Cl -1.42 2.12 -1.28
H 1.13 -0.19 1.55
H 2.03 0.40 0.07
H -0.94 -1.40 0.03
H -2.19 -0.10 -0.30

Atom charges from the Löwdin analysis, given in e for atoms 1 to 4: atom 1 (C): -0.591, atom 2 (C): -0.490, atom 3 (N): -0.400, atom 4 (N): 0.050

---

DFT (wB97M-V/def2-TZVPD) results for 6 unconnected molecules or ions with the total composition C31H61FNO8.

Computed properties:
* maximum force: 0.0247 hartree/bohr
* expectation value of S²: 0.7541
* LUMO (alpha / beta): 0.43 / 0.43 eV
* orbital gap (alpha / beta): 8.5 / 9.7 eV
* net charge: 0
* multiplicity: 2
* DFT total energy: -1974.22228 a.u.
* HOMO level (alpha / beta): -0.295 / -0.340 Eh

Element x y z (Å)
C 6.06 3.97 0.71
C 5.15 3.39 -0.36
O 3.87 3.98 -0.49
C 3.25 4.41 0.70
C 1.78 4.67 0.39
O 1.22 3.64 -0.38
C 0.07 2.98 0.17
C -1.08 4.03 0.31
C -1.44 4.53 1.72
C -2.57 3.77 2.40
F -3.31 4.63 3.20
C -0.28 1.95 -0.92
C -0.82 0.60 -0.45
C -2.26 0.73 0.06
C -0.80 -0.35 -1.67
N 0.06 0.00 0.60
O -0.55 -0.82 1.37
C 1.06 0.89 1.26
C 2.35 0.94 0.44
C 1.41 0.31 2.64
C 0.39 2.26 1.47
H 7.05 3.53 0.58
H 5.74 3.68 1.71
H 6.13 5.05 0.65
H 5.64 3.52 -1.33
H 5.06 2.31 -0.21
H 3.33 3.66 1.50
H 3.70 5.35 1.01
H 1.24 4.82 1.32
H 1.73 5.60 -0.18
H -1.99 3.64 -0.14
H -0.80 4.89 -0.30
H -1.81 5.55 1.62
H -0.58 4.58 2.38
H -2.22 2.96 3.04
H -3.24 3.33 1.65
H -1.02 2.36 -1.61
H 0.63 1.80 -1.50
H -2.72 -0.26 0.13
H -2.83 1.30 -0.68
H -2.33 1.21 1.03
H -1.50 -1.17 -1.54
H 0.22 -0.70 -1.80
H -1.08 0.21 -2.57
H 2.24 1.41 -0.53
H 2.66 -0.10 0.25
H 3.14 1.41 1.01
H 1.67 -0.74 2.57
H 2.29 0.85 3.01
H 0.61 0.47 3.36
H -0.54 2.07 2.01
H 1.01 2.85 2.13
C -1.86 -4.93 3.58
C -2.15 -3.61 4.25
O -2.18 -3.51 5.46
C -2.40 -2.43 3.35
H -1.69 -5.69 4.34
H -2.70 -5.23 2.95
H -0.97 -4.84 2.96
H -3.26 -2.63 2.70
H -1.53 -2.25 2.72
H -2.60 -1.55 3.95
C -3.59 -7.17 6.56
C -2.69 -8.35 6.27
O -2.64 -8.86 5.17
C -1.84 -8.85 7.41
H -4.14 -6.91 5.66
H -4.30 -7.43 7.35
H -2.99 -6.32 6.87
H -2.48 -9.16 8.24
H -1.19 -8.05 7.77
H -1.24 -9.69 7.08
C 1.71 -3.16 -3.57
C 2.51 -2.77 -2.35
O 2.47 -1.65 -1.90
C 3.37 -3.84 -1.71
H 1.14 -2.32 -3.92
H 2.38 -3.51 -4.36
H 1.03 -3.98 -3.31
H 4.10 -4.21 -2.43
H 2.75 -4.68 -1.40
H 3.89 -3.43 -0.85
C 0.52 4.58 -3.46
C -0.87 5.15 -3.58
O -1.35 5.86 -2.73
C -1.65 4.78 -4.82
H 0.97 4.91 -2.52
H 0.48 3.49 -3.46
H 1.13 4.91 -4.29
H -1.77 3.69 -4.88
H -1.12 5.12 -5.71
H -2.64 5.24 -4.79
C -2.49 -2.06 -6.20
C -1.06 -2.13 -6.68
O -0.14 -1.84 -5.96
C -0.85 -2.59 -8.10
H -2.51 -1.72 -5.17
H -3.06 -1.36 -6.82
H -2.96 -3.04 -6.27
H -1.36 -1.91 -8.79
H -1.25 -3.59 -8.24
H 0.22 -2.59 -8.33

Atom charges from the Löwdin analysis, given in e for atoms 1 to 4: atom 1 (C): -0.086, atom 2 (C): -0.267, atom 3 (O): -0.135, atom 4 (C): -0.201

---

DFT (wB97M-V/def2-TZVPD) results for a molecular structure, C34H32BiClF6N3O2Te.

Computed properties:
* maximum force: 0.0910 hartree/bohr
* LUMO: 1.80 eV
* energy above the lowest of the compared OMol25 structures with the same formula, charge and spin: 64.0 kcal per mole
* orbital gap: 7.2 eV
* net charge: -1
* DFT total energy: -3171.65126 a.u.
* HOMO level: -0.197 Eh

Element x y z (Å)
Bi -1.04 -0.55 -0.13
Cl 4.61 5.59 1.74
C 3.41 4.52 1.06
C 2.21 5.05 0.60
C 1.25 4.20 0.11
C 1.40 2.80 0.10
O 0.40 2.01 -0.25
C 2.69 2.28 0.46
C 3.22 0.93 0.35
N 2.67 -0.21 0.22
C 3.50 -1.32 0.39
C 4.45 -1.33 1.39
C 5.26 -2.45 1.64
C 5.13 -3.59 0.90
C 4.15 -3.65 -0.11
C 3.93 -4.81 -0.88
C 2.95 -4.83 -1.84
C 2.19 -3.66 -2.02
N 2.37 -2.57 -1.33
C 3.32 -2.52 -0.38
C 3.66 3.18 0.94
H 2.04 6.11 0.64
H 0.32 4.61 -0.26
H 4.32 0.95 0.39
H 4.56 -0.46 2.02
H 6.00 -2.40 2.44
H 5.74 -4.46 1.09
H 4.55 -5.68 -0.69
H 2.77 -5.70 -2.44
H 1.39 -3.64 -2.76
H 4.64 2.80 1.22
F -1.32 3.76 0.28
Te -1.32 2.54 -1.27
F -2.28 2.02 -2.90
F -0.07 1.64 -2.49
F -2.97 3.57 -1.33
F -0.63 4.06 -2.22
O -2.22 1.25 -0.34
C -5.14 -5.05 -3.03
C -4.27 -3.83 -2.83
C -3.90 -3.06 -3.92
C -3.18 -1.88 -3.72
C -2.67 -1.06 -4.88
C -2.92 -1.46 -2.43
C -3.24 -2.24 -1.30
C -3.88 -3.46 -1.55
N -2.85 -1.80 -0.03
C -3.69 -1.95 1.19
C -5.08 -2.55 0.94
C -2.95 -2.84 2.20
C -3.92 -0.55 1.81
H -4.98 -5.49 -4.01
H -6.19 -4.75 -2.97
H -4.96 -5.80 -2.27
H -4.16 -3.36 -4.93
H -3.33 -1.12 -5.74
H -1.69 -1.44 -5.19
H -2.54 -0.02 -4.58
H -2.49 -0.48 -2.31
H -4.08 -4.15 -0.74
H -5.04 -3.64 0.86
H -5.54 -2.14 0.05
H -5.72 -2.32 1.80
H -2.76 -3.82 1.76
H -3.54 -2.96 3.11
H -1.99 -2.39 2.46
H -4.16 0.17 1.03
H -3.04 -0.21 2.32
H -4.74 -0.58 2.53
F 1.00 1.30 5.60
C 0.46 0.85 4.44
C 0.68 -0.45 4.06
C 0.15 -0.89 2.85
C -0.60 -0.05 2.04
C -0.82 1.25 2.48
C -0.29 1.72 3.68
H 1.27 -1.11 4.69
H 0.36 -1.91 2.55
H -1.41 1.93 1.87
H -0.45 2.74 3.99

Atom charges from the Löwdin analysis, given in e for atoms 1 to 4: atom 1 (Bi): 1.804, atom 2 (Cl): 0.623, atom 3 (C): -0.681, atom 4 (C): -0.087

---

DFT (wB97M-V/def2-TZVPD) results for a molecular structure, C23H37AsF6N6O2PdS3.

Computed properties:
* maximum force: 0.0578 hartree/bohr
* expectation value of S²: 0.7612
* LUMO (alpha / beta): 2.34 / 2.33 eV
* energy above the lowest of the compared OMol25 structures with the same formula, charge and spin: 28.5 kcal per mole
* orbital gap (alpha / beta): 6.5 / 6.8 eV
* net charge: -1
* multiplicity: 2
* DFT total energy: -5535.17032 a.u.
* HOMO level (alpha / beta): -0.151 / -0.163 Eh

Element x y z (Å)
Pd 1.40 0.03 -0.42
N 3.00 2.25 7.77
C 3.24 1.68 6.55
C 4.50 1.21 6.23
C 4.72 0.82 4.93
C 3.68 0.95 3.99
C 2.38 1.43 4.30
C 2.15 1.70 5.62
S 3.98 0.64 2.34
O 4.13 1.89 1.62
O 5.01 -0.39 2.40
N 2.48 0.07 1.89
C 2.25 -1.21 1.74
S 2.57 -2.49 3.02
C 1.37 -3.43 2.21
C 0.93 -2.84 1.06
N 1.52 -1.68 0.72
H 3.86 2.44 8.28
H 2.21 2.89 7.76
H 5.32 1.16 6.98
H 5.73 0.45 4.57
H 1.51 1.30 3.60
H 1.19 2.03 6.07
H 1.41 -4.48 2.48
H 0.16 -3.18 0.38
C 1.26 3.93 -4.00
C 0.94 4.02 -2.48
C -0.59 4.13 -2.31
C 1.69 5.12 -1.66
C 1.24 2.72 -1.85
N 1.25 1.66 -1.43
H 0.80 4.74 -4.56
H 0.84 3.02 -4.47
H 2.33 3.94 -4.28
H -0.94 5.16 -2.47
H -0.83 3.93 -1.29
H -1.12 3.39 -2.91
H 1.23 6.12 -1.91
H 2.77 5.08 -1.78
H 1.49 4.92 -0.60
C -0.85 -6.52 -4.75
C 0.10 -5.71 -3.83
C -0.32 -4.27 -3.49
C -0.17 -4.00 -2.00
N -1.08 -2.94 -1.53
C -1.12 -1.62 -1.94
S 0.30 -0.95 -2.51
N -2.22 -0.89 -1.67
C -2.80 0.23 -2.41
C -4.25 0.44 -2.06
C -4.48 1.36 -0.81
C -5.90 1.94 -0.68
H -0.47 -7.49 -5.02
H -1.07 -6.05 -5.69
H -1.84 -6.73 -4.28
H 1.06 -5.65 -4.33
H 0.29 -6.26 -2.87
H -1.37 -4.05 -3.77
H 0.20 -3.59 -4.12
H 0.85 -3.70 -1.68
H -0.45 -4.92 -1.46
H -1.94 -3.18 -1.06
H -2.61 -1.10 -0.70
H -2.71 -0.07 -3.51
H -2.11 1.13 -2.24
H -4.76 -0.50 -1.88
H -4.72 0.88 -2.98
H -3.83 2.27 -0.92
H -4.14 0.85 0.10
H -6.42 1.99 -1.71
H -5.89 2.95 -0.29
H -6.49 1.41 0.05
F -1.16 -0.99 1.20
As -1.70 -0.06 2.63
F -1.07 1.39 1.73
F -0.08 -0.33 3.40
F -2.36 -1.50 3.34
F -2.23 0.95 3.96
F -3.32 0.18 1.67

Atom charges from the Löwdin analysis, given in e for atoms 1 to 4: atom 1 (Pd): 0.610, atom 2 (N): 0.071, atom 3 (C): -0.347, atom 4 (C): -0.061